{"formula": "C21H37N3OS", "method": "ωB97M-V/def2-TZVPD", "elements": ["C", "C", "C", "C", "N", "C", "C", "N", "C", "C", "C", "C", "C", "C", "N", "C", "C", "C", "C", "C", "S", "C", "C", "C", "C", "O", "H", "H", "H", "H", "H", "H", "H", "H", "H", "H", "H", "H", "H", "H", "H", "H", "H", "H", "H", "H", "H", "H", "H", "H", "H", "H", "H", "H", "H", "H", "H", "H", "H", "H", "H", "H", "H"], "xyz": [[3.65, 0.09, -4.00], [2.75, -1.09, -4.31], [2.57, -1.26, -5.82], [1.38, -0.90, -3.64], [1.52, -0.84, -2.20], [0.63, 0.08, -1.52], [-0.78, -0.48, -1.32], [-0.69, -1.72, -0.59], [-1.98, -2.22, -0.16], [-2.51, -1.34, 0.92], [-3.73, -0.77, 1.07], [-3.84, 0.03, 2.23], [-2.70, 0.07, 2.96], [-2.41, 0.88, 4.19], [-1.90, 2.21, 3.94], [-0.60, 2.23, 3.29], [-0.01, 3.63, 3.36], [-0.95, 4.62, 2.67], [-2.33, 4.52, 3.31], [-2.83, 3.08, 3.25], [-1.46, -0.90, 2.22], [0.09, -2.68, -1.34], [1.52, -2.14, -1.54], [2.25, -2.04, -0.19], [2.86, -3.37, 0.24], [3.52, -3.28, 1.48], [3.26, 1.00, -4.44], [3.70, 0.23, -2.92], [4.65, -0.08, -4.38], [3.21, -2.00, -3.91], [3.54, -1.40, -6.30], [2.10, -0.38, -6.25], [1.95, -2.13, -6.05], [0.70, -1.71, -3.96], [0.95, 0.04, -3.99], [0.58, 1.01, -2.09], [1.05, 0.30, -0.54], [-1.38, 0.23, -0.75], [-1.28, -0.63, -2.30], [-1.84, -3.23, 0.23], [-2.72, -2.27, -0.98], [-4.54, -0.91, 0.37], [-4.74, 0.56, 2.50], [-3.34, 0.99, 4.77], [-1.68, 0.36, 4.81], [0.05, 1.52, 3.80], [-0.67, 1.92, 2.23], [0.10, 3.91, 4.41], [0.97, 3.64, 2.88], [-0.56, 5.64, 2.76], [-1.02, 4.37, 1.61], [-2.27, 4.82, 4.35], [-3.04, 5.17, 2.80], [-3.80, 3.00, 3.74], [-2.97, 2.78, 2.19], [0.13, -3.62, -0.79], [-0.37, -2.89, -2.33], [2.07, -2.83, -2.18], [1.54, -1.70, 0.57], [3.05, -1.31, -0.28], [3.61, -3.70, -0.47], [2.08, -4.15, 0.30], [2.91, -2.92, 2.13]], "de_lowest_ev": 0.096, "orbital_gap_ha": 0.319, "largest_force_ev_per_a": 0.6, "multiplicity": 1, "smiles": "CC(C)CN1CCN(Cc2ccc(CN3CCCCC3)s2)C[C@@H]1CCO"}

{"formula": "C12H37BN3O3Ti", "method": "ωB97M-V/def2-TZVPD", "elements": ["Ti", "B", "H", "H", "H", "H", "C", "C", "C", "O", "C", "N", "H", "H", "H", "H", "H", "H", "H", "H", "H", "H", "H", "C", "C", "C", "O", "C", "N", "H", "H", "H", "H", "H", "H", "H", "H", "H", "H", "H", "C", "C", "C", "O", "C", "N", "H", "H", "H", "H", "H", "H", "H", "H", "H", "H", "H"], "xyz": [[-26.39, -6.18, 11.24], [-27.84, -7.99, 10.86], [-26.91, -8.15, 11.39], [-28.23, -8.96, 10.59], [-28.51, -7.45, 11.51], [-27.65, -7.42, 9.97], [-25.01, -6.90, 13.80], [-26.42, -6.38, 14.14], [-26.50, -5.90, 15.59], [-26.10, -6.94, 16.54], [-26.85, -8.23, 16.51], [-26.61, -5.14, 13.36], [-25.12, -7.48, 12.88], [-24.58, -7.61, 14.50], [-24.26, -6.15, 13.55], [-27.16, -7.14, 13.86], [-27.44, -5.43, 15.90], [-25.88, -5.07, 15.91], [-26.84, -8.61, 15.49], [-27.88, -7.99, 16.76], [-26.41, -8.96, 17.18], [-27.54, -4.86, 13.62], [-26.09, -4.33, 13.64], [-25.78, -2.91, 10.98], [-27.10, -3.19, 10.38], [-27.59, -2.07, 9.50], [-28.89, -2.49, 8.99], [-29.69, -1.50, 8.46], [-27.15, -4.46, 9.76], [-25.89, -1.99, 11.56], [-24.94, -2.68, 10.31], [-25.46, -3.70, 11.66], [-27.69, -3.29, 11.29], [-26.99, -1.89, 8.60], [-27.68, -1.12, 10.04], [-29.12, -0.79, 7.86], [-30.04, -0.78, 9.20], [-30.57, -1.89, 7.94], [-28.10, -4.58, 9.43], [-26.78, -4.39, 8.82], [-22.61, -6.77, 8.48], [-23.21, -6.53, 9.88], [-23.03, -5.10, 10.40], [-21.68, -4.78, 10.48], [-21.35, -3.37, 10.46], [-24.59, -6.78, 9.80], [-22.97, -6.07, 7.72], [-22.85, -7.77, 8.12], [-21.53, -6.67, 8.40], [-22.80, -7.25, 10.59], [-23.45, -4.99, 11.40], [-23.55, -4.41, 9.73], [-20.27, -3.25, 10.48], [-21.79, -2.78, 11.27], [-21.58, -2.93, 9.49], [-24.73, -7.74, 9.51], [-25.01, -6.26, 9.04]], "total_charge": -1, "de_lowest_ev": 0.510, "orbital_gap_ha": [0.076, 0.348], "largest_force_ev_per_a": 4.7, "multiplicity": 5, "s_squared": 6.00}

{"formula": "C31H29F2IrN4Si", "method": "ωB97M-V/def2-TZVPD", "elements": ["Ir", "F", "C", "C", "C", "C", "C", "F", "C", "C", "C", "C", "C", "C", "N", "H", "H", "H", "H", "H", "H", "C", "C", "C", "C", "C", "C", "N", "N", "Si", "C", "C", "C", "H", "H", "H", "H", "H", "H", "H", "H", "H", "H", "H", "H", "H", "H", "H", "C", "C", "C", "C", "N", "C", "C", "C", "C", "C", "C", "C", "H", "H", "H", "H", "H", "H", "H", "H"], "xyz": [[-0.46, -0.06, 0.04], [-0.87, 5.37, -0.10], [-1.51, 4.20, -0.06], [-0.76, 3.04, -0.10], [-1.39, 1.80, -0.06], [-2.80, 1.77, -0.01], [-3.50, 2.97, 0.02], [-4.85, 2.97, 0.09], [-2.88, 4.20, -0.01], [-3.41, 0.43, 0.09], [-4.78, 0.15, 0.07], [-5.21, -1.16, 0.10], [-4.27, -2.18, 0.14], [-2.94, -1.84, 0.16], [-2.51, -0.58, 0.16], [0.31, 3.14, -0.16], [-3.45, 5.12, 0.01], [-5.49, 0.96, 0.01], [-6.27, -1.38, 0.08], [-4.56, -3.22, 0.16], [-2.19, -2.62, 0.19], [0.61, 1.16, 4.35], [1.28, 1.66, 3.11], [2.07, 2.81, 3.18], [2.68, 3.27, 2.03], [2.51, 2.57, 0.84], [1.72, 1.43, 0.85], [1.10, 1.01, 1.97], [1.34, 0.68, -0.28], [2.63, 0.54, -1.56], [4.28, 0.39, -0.67], [2.52, 2.05, -2.66], [2.50, -0.96, -2.66], [1.33, 1.10, 5.17], [0.18, 0.17, 4.22], [-0.18, 1.84, 4.66], [2.19, 3.34, 4.12], [3.28, 4.17, 2.04], [2.97, 2.93, -0.06], [4.66, 1.32, -0.26], [5.02, 0.02, -1.38], [4.22, -0.33, 0.14], [2.81, 2.99, -2.18], [1.50, 2.17, -3.03], [3.17, 1.91, -3.52], [2.39, -1.90, -2.13], [3.45, -0.99, -3.20], [1.70, -0.88, -3.39], [0.31, -3.24, 2.90], [0.77, -4.28, 2.10], [0.79, -4.13, 0.72], [0.38, -2.92, 0.17], [0.04, -1.90, 0.98], [-0.05, -2.06, 2.30], [0.09, -2.63, -1.24], [0.17, -3.58, -2.25], [-0.29, -3.27, -3.52], [-0.84, -2.02, -3.77], [-0.91, -1.06, -2.77], [-0.43, -1.33, -1.50], [0.24, -3.35, 3.97], [1.08, -5.22, 2.54], [1.09, -4.95, 0.08], [-0.41, -1.20, 2.85], [0.59, -4.56, -2.06], [-0.23, -4.00, -4.31], [-1.23, -1.79, -4.76], [-1.33, -0.08, -2.98]], "total_charge": 1, "de_lowest_ev": 1.323, "orbital_gap_ha": [0.294, 0.240], "largest_force_ev_per_a": 1.1, "multiplicity": 2, "s_squared": 0.76}

{"formula": "C8H5NO3", "method": "ωB97M-V/def2-TZVPD", "elements": ["C", "C", "C", "C", "C", "C", "C", "C", "H", "H", "H", "H", "H", "N", "O", "O", "O"], "xyz": [[1.08, 1.25, -0.05], [2.12, 0.56, 0.09], [2.41, -0.93, -0.18], [0.00, -0.98, -0.08], [-1.03, -1.85, 0.12], [-2.60, -0.15, -0.27], [-1.56, 0.77, -0.19], [-0.15, 0.52, -0.07], [-0.12, 2.51, 1.48], [3.06, 0.87, 0.62], [-0.73, -3.01, 0.59], [-3.53, 0.46, -0.71], [-2.02, 1.90, -0.81], [-2.31, -1.51, 0.03], [0.88, 2.66, -0.15], [3.42, -1.48, -0.30], [1.10, -1.61, -0.12]], "de_lowest_ev": 10.030, "orbital_gap_ha": 0.217, "largest_force_ev_per_a": 9.5, "multiplicity": 1}

{"formula": "C20H28AsN2O5STi", "method": "ωB97M-V/def2-TZVPD", "elements": ["Ti", "N", "C", "C", "C", "C", "C", "C", "H", "H", "H", "H", "H", "O", "C", "O", "C", "C", "C", "C", "C", "C", "N", "O", "O", "H", "H", "H", "H", "C", "C", "S", "O", "C", "C", "H", "H", "H", "H", "H", "H", "H", "H", "H", "H", "C", "As", "C", "C", "H", "H", "H", "H", "H", "H", "H", "H", "H"], "xyz": [[-0.77, -0.68, -0.03], [-1.91, 0.63, 0.04], [-2.53, 1.47, -0.87], [-3.06, 2.72, -0.49], [-3.56, 3.61, -1.43], [-3.57, 3.30, -2.79], [-3.11, 2.04, -3.17], [-2.62, 1.14, -2.24], [-3.07, 2.97, 0.56], [-3.95, 4.57, -1.10], [-3.95, 4.00, -3.52], [-3.15, 1.76, -4.22], [-2.31, 0.15, -2.55], [-2.32, -2.48, 1.07], [-1.45, -2.70, 0.17], [-1.51, -2.06, -1.03], [-0.18, -3.38, 0.48], [0.00, -4.21, 1.59], [1.27, -4.60, 1.97], [2.40, -4.15, 1.30], [2.22, -3.33, 0.20], [0.97, -2.98, -0.23], [3.41, -2.78, -0.49], [4.50, -3.07, -0.05], [3.23, -1.97, -1.37], [-0.88, -4.53, 2.15], [1.39, -5.26, 2.83], [3.40, -4.43, 1.61], [0.87, -2.41, -1.14], [1.93, 0.70, -4.11], [2.20, 1.05, -2.64], [0.63, 1.11, -1.75], [0.87, 0.25, -0.47], [0.59, 2.78, -1.10], [1.83, 3.18, -0.32], [2.87, 0.67, -4.66], [1.28, 1.43, -4.58], [1.46, -0.28, -4.19], [2.70, 2.00, -2.54], [2.77, 0.27, -2.13], [-0.30, 2.74, -0.46], [0.36, 3.43, -1.95], [2.10, 2.41, 0.40], [1.62, 4.10, 0.23], [2.69, 3.37, -0.97], [0.90, -1.28, 3.63], [-0.47, -0.52, 2.48], [-2.04, -0.72, 3.58], [-0.10, 1.37, 2.83], [0.84, -0.81, 4.61], [1.88, -1.11, 3.20], [0.74, -2.35, 3.73], [-1.82, -0.39, 4.59], [-2.36, -1.76, 3.57], [-2.83, -0.11, 3.14], [-0.09, 1.57, 3.90], [-0.88, 1.94, 2.34], [0.86, 1.64, 2.40]], "de_lowest_ev": 1.551, "orbital_gap_ha": [0.186, 0.243], "largest_force_ev_per_a": 1.5, "multiplicity": 2, "s_squared": 0.77}

{"formula": "C9H24O3P2Ru", "method": "ωB97M-V/def2-TZVPD", "elements": ["Ru", "H", "H", "P", "P", "C", "H", "H", "H", "C", "H", "H", "H", "C", "H", "H", "H", "C", "H", "H", "H", "C", "H", "H", "H", "C", "H", "H", "H", "C", "O", "H", "C", "C", "O", "O", "H", "H", "H"], "xyz": [[0.05, 0.34, 0.23], [1.70, -0.33, 0.06], [1.26, -0.46, -0.75], [1.77, 1.05, 1.66], [-1.33, 0.60, -1.69], [-3.06, 0.09, -1.31], [-3.71, 0.23, -2.19], [-3.04, -0.96, -1.00], [-3.44, 0.70, -0.47], [-1.48, 2.28, -2.34], [-0.48, 2.59, -2.68], [-2.20, 2.29, -3.17], [-1.82, 2.92, -1.51], [-0.89, -0.43, -3.15], [-0.89, -1.48, -2.84], [-1.62, -0.27, -3.96], [0.11, -0.15, -3.49], [2.05, 2.85, 1.70], [2.83, 3.12, 2.43], [2.35, 3.18, 0.70], [1.10, 3.33, 1.97], [1.48, 0.61, 3.40], [1.43, -0.48, 3.50], [2.28, 1.00, 4.05], [0.52, 1.03, 3.73], [3.47, 0.39, 1.38], [3.82, 0.67, 0.38], [4.17, 0.80, 2.13], [3.45, -0.70, 1.46], [-1.02, -0.31, 1.56], [-1.67, -0.80, 2.39], [-0.28, 1.91, 0.41], [-1.33, -4.15, -0.59], [-0.53, -2.97, -0.07], [0.48, -3.19, 0.63], [-0.96, -1.80, -0.40], [-0.67, -4.85, -1.11], [-2.16, -3.89, -1.25], [-1.71, -4.75, 0.23]], "total_charge": 2, "orbital_gap_ha": [0.304, 0.244], "largest_force_ev_per_a": 9.5, "multiplicity": 5, "s_squared": 6.02}